No. 1
{
  "formula": "C27H34BrF4GeMnN3PS",
  "method": "wB97M-V/def2-TZVPD",
  "elements": ["H", "Br", "H", "C", "C", "C", "N", "Mn", "C", "C", "N", "H", "H", "H", "C", "H", "C", "H", "C", "C", "C", "H", "C", "H", "H", "H", "H", "C", "H", "H", "C", "C", "P", "C", "H", "H", "H", "C", "H", "F", "H", "F", "H", "C", "C", "C", "H", "H", "C", "C", "F", "Ge", "H", "C", "S", "H", "H", "C", "H", "H", "C", "H", "C", "H", "C", "H", "F", "N", "C", "H", "H", "H", "H"],
  "positions_angstrom": [[1.223, 0.656, 5.487], [-1.256, 0.442, -6.710], [4.892, -0.632, 6.588], [0.807, -1.385, 6.337], [-4.174, -0.665, 0.561], [4.072, 1.931, 6.878], [0.079, 5.965, -6.536], [-1.302, 2.242, -4.825], [-0.007, -1.644, -4.138], [-0.525, 4.935, -6.016], [-1.585, 4.417, -6.720], [1.377, -2.275, 6.371], [2.726, -0.091, -1.994], [3.747, 2.454, 5.925], [-1.147, -2.937, 6.310], [4.000, 2.629, 7.654], [1.932, -0.589, -2.497], [-2.028, -2.365, 6.697], [5.489, 1.422, 6.773], [0.643, -0.024, -2.512], [-0.319, -0.565, -3.347], [0.440, 0.875, -1.902], [2.226, -1.610, -3.436], [1.378, -2.963, -4.978], [-3.985, 1.733, -1.862], [-1.698, -3.665, 5.730], [-0.515, -3.408, 7.037], [5.594, 0.080, 6.044], [6.990, -1.325, 5.140], [2.205, -0.699, 4.933], [1.246, -2.132, -4.225], [-2.712, 0.023, -1.773], [-1.914, 0.229, -3.341], [-2.592, -0.720, -5.918], [7.229, -1.117, 6.974], [0.950, 6.279, -6.054], [-1.734, -1.878, -1.399], [-2.423, -1.186, -1.043], [-2.863, -2.390, 0.654], [-5.463, -3.293, -4.563], [6.239, 2.176, 6.470], [-2.939, -1.506, -8.136], [0.709, -0.968, 7.262], [-3.913, -1.545, -4.213], [-0.321, -1.917, 5.527], [-3.245, -1.606, -6.855], [-2.977, 3.055, -6.822], [-3.217, 4.119, -5.507], [-2.883, -0.662, -4.604], [-4.525, 0.529, -0.156], [-4.313, -1.560, -2.910], [3.092, 0.202, 7.057], [5.803, 1.272, 7.800], [-4.200, -2.524, -6.377], [-0.075, 4.190, -4.476], [3.266, -1.985, -3.476], [-4.712, -1.020, 1.431], [1.712, -0.271, 5.757], [-0.319, 6.558, -7.298], [-1.986, 4.985, -7.469], [6.998, -0.680, 5.995], [3.406, -0.625, 8.288], [-3.096, -1.437, 0.157], [-0.816, -2.086, -4.772], [-3.797, 0.813, -1.303], [5.277, 0.251, 4.995], [-4.716, -3.407, -7.272], [-2.497, 3.568, -6.061], [-4.563, -2.406, -5.049], [7.727, 0.100, 5.699], [-0.968, -1.069, 5.107], [0.221, -2.493, 4.778], [-5.379, 1.191, 0.132]],
  "atomic_forces_ev_per_a": [[-0.223, 0.158, -0.140], [-0.120, -0.513, -0.165], [0.064, -0.103, -0.515], [1.420, 0.711, -1.558], [-0.106, 1.216, -0.468], [-0.643, -0.769, -2.690], [1.122, 1.241, 0.224], [-0.223, -0.744, 0.820], [-2.766, -0.188, -1.227], [-1.040, -1.356, 0.643], [0.249, 0.900, 0.152], [1.365, -0.701, 0.968], [0.419, 0.027, 0.673], [0.126, -0.736, 0.995], [-1.766, 1.696, -0.150], [-0.497, 0.837, 1.322], [-1.069, -0.064, -1.942], [0.986, -0.527, 0.775], [1.568, -0.116, 1.034], [1.329, 0.433, 0.603], [-0.188, -0.010, 0.699], [0.033, -0.609, -0.242], [1.686, 0.559, 1.665], [0.380, 1.015, 1.145], [-0.271, -0.191, 0.200], [0.580, -0.388, -0.578], [-0.172, -0.340, 0.659], [0.820, 0.104, -0.738], [-0.056, -0.964, 0.037], [0.931, -0.007, -1.560], [0.613, -2.184, -1.686], [-0.670, -1.739, 2.141], [-0.496, 1.320, -0.812], [-0.380, -0.740, -3.196], [0.161, -0.072, -0.567], [-1.073, -0.105, -0.770], [1.300, -1.031, -0.541], [-1.352, 2.909, 0.508], [-0.174, 0.614, 0.004], [0.865, 1.205, -0.368], [-0.565, -0.311, -0.545], [-0.063, -0.319, 0.172], [-1.862, 0.014, 3.118], [-0.051, 0.871, 1.897], [-1.395, 0.854, -1.049], [0.448, 0.936, 1.526], [0.080, 0.259, 0.680], [0.950, -0.666, -0.947], [-1.085, -1.255, 1.769], [-0.007, -1.131, 0.436], [-0.029, -0.452, -1.617], [0.395, 1.349, -0.589], [0.194, -0.365, 0.409], [0.676, 0.298, -2.468], [0.431, 1.173, -1.186], [-0.752, 0.220, -0.099], [-0.200, 0.399, 0.004], [-0.095, -0.708, 0.734], [0.632, -0.834, 0.877], [0.164, -0.187, 0.207], [-1.137, 2.270, 0.193], [-0.209, -0.156, 0.211], [0.053, -0.822, -0.999], [0.907, 0.298, 0.620], [1.148, 0.733, -0.644], [-0.199, -0.414, 0.496], [0.457, 1.280, 1.764], [-1.535, 0.442, -0.159], [-1.292, -2.377, 0.134], [-0.170, -0.357, 0.588], [0.841, -1.382, 0.190], [-0.404, 0.410, -0.918], [0.942, -0.816, -0.160]],
  "spin_multiplicity": 6,
  "orbital_gap_ev": [8.41, 7.60],
  "total_energy_ev": -221865.94970,
  "de_lowest_kcal_mol": 16.88,
  "s_squared": 8.758,
  "charge": 3
}

No. 2
{
  "formula": "C42H51NOP2RuS5",
  "method": "wB97M-V/def2-TZVPD",
  "elements": ["C", "C", "H", "H", "C", "C", "H", "C", "H", "C", "C", "H", "C", "C", "C", "H", "H", "H", "C", "S", "S", "C", "H", "H", "C", "O", "H", "H", "P", "H", "H", "C", "H", "C", "H", "C", "H", "P", "C", "C", "H", "H", "Ru", "H", "H", "H", "C", "H", "C", "H", "C", "H", "C", "C", "H", "C", "H", "H", "H", "N", "H", "C", "S", "H", "C", "C", "C", "H", "C", "S", "C", "H", "H", "H", "S", "H", "C", "H", "C", "H", "H", "C", "H", "C", "H", "H", "H", "H", "H", "C", "C", "H", "C", "C", "C", "H", "C", "H", "H", "H", "C", "C", "H"],
  "positions_angstrom": [[0.097, -5.122, -0.170], [1.194, -5.847, -0.610], [1.997, -1.905, -4.163], [0.804, 2.902, -0.422], [2.278, 0.269, 4.007], [-0.197, 2.676, 3.477], [-1.221, -3.354, 3.892], [-4.718, 2.055, -1.571], [-3.398, -0.525, 2.927], [-2.790, 0.952, -0.632], [-0.532, 1.557, -3.217], [5.479, 1.563, -0.654], [3.272, -0.870, 0.198], [0.839, 3.097, 2.449], [2.868, 1.205, 2.961], [3.164, 0.896, -1.054], [3.695, 0.717, 2.442], [0.229, 2.246, 4.380], [0.956, 3.365, -3.759], [-1.303, 1.478, 2.689], [-1.467, -1.690, 2.195], [4.096, -1.615, 1.047], [3.471, -3.356, -0.793], [-0.377, -4.548, -6.513], [-5.556, 1.318, -0.745], [-1.383, 3.514, 0.478], [3.076, -0.156, 4.616], [-2.307, -4.232, -4.991], [1.517, -1.288, -0.018], [-4.251, 3.233, 0.711], [1.901, 4.323, -2.090], [0.496, -2.056, 4.186], [-2.530, 0.934, 4.689], [0.069, 2.373, -4.161], [6.037, -1.806, 1.927], [2.522, -3.839, -0.602], [3.261, -5.761, -1.184], [-1.002, 0.594, -0.621], [1.223, 3.544, -2.410], [-0.507, -2.781, 3.302], [-1.924, -0.776, -2.402], [1.591, 3.757, 2.883], [0.130, -0.026, 1.401], [-1.526, -1.736, -0.986], [-4.634, 4.969, 0.600], [3.725, -2.514, 1.520], [-3.638, 0.212, 0.184], [1.157, -2.780, 4.662], [0.613, 2.729, -1.466], [-1.022, 6.363, 0.023], [-1.820, 0.405, 4.051], [1.557, 0.754, 4.661], [-5.013, 0.390, 0.133], [1.432, -3.104, -0.127], [-0.853, -5.617, -0.010], [-0.282, -3.902, -5.651], [-2.710, 2.473, -2.160], [-1.845, 6.075, 1.588], [-3.233, -0.541, 0.843], [0.063, -1.424, -2.346], [-1.231, 0.806, -3.567], [5.403, -1.216, 1.279], [1.493, -1.050, 3.062], [-5.661, -0.202, 0.766], [-1.377, -3.715, -4.796], [-1.151, -0.958, -1.660], [-3.343, 1.872, -1.522], [6.925, 0.235, 0.848], [-1.272, -2.892, -3.709], [-2.414, 4.467, -0.082], [5.091, 0.676, -0.173], [2.152, -1.549, -2.292], [0.007, -3.474, 2.635], [1.108, -6.911, -0.785], [1.732, 1.743, 1.628], [-0.949, 0.147, 4.647], [1.068, -2.434, -4.309], [1.426, 4.002, -4.496], [-0.261, 1.718, -1.853], [-5.136, 2.779, -2.259], [-2.733, 6.804, 0.212], [1.353, -0.969, -1.844], [0.026, -1.460, 4.964], [3.780, 0.282, -0.406], [-6.627, 1.459, -0.792], [-0.788, 3.548, 3.760], [1.764, -3.383, -6.076], [-2.757, -1.544, 4.203], [3.257, 2.113, 3.421], [-1.960, 6.094, 0.505], [0.932, -3.251, -5.398], [1.489, 0.086, -2.078], [-0.037, -2.228, -3.426], [0.216, -3.759, 0.065], [-2.483, -0.812, 3.442], [-2.111, -2.787, -3.039], [-3.885, 4.241, 0.909], [-0.660, -3.210, 0.385], [-0.160, 2.241, -5.210], [-3.641, 4.364, 1.964], [5.902, -0.069, 0.672], [2.404, -5.202, -0.832], [0.332, 3.626, 1.640]],
  "atomic_forces_ev_per_a": [[-0.010, 0.000, 0.000], [0.011, -0.002, -0.007], [-0.001, -0.001, -0.013], [0.018, 0.001, 0.012], [0.008, 0.029, -0.013], [0.036, 0.060, -0.078], [-0.010, 0.014, 0.007], [-0.020, -0.074, -0.043], [-0.024, 0.009, 0.009], [0.016, 0.056, -0.093], [-0.011, -0.032, 0.008], [-0.002, 0.001, 0.000], [-0.026, -0.005, 0.000], [-0.044, 0.041, 0.049], [-0.015, 0.007, -0.013], [0.001, -0.015, 0.020], [-0.002, 0.009, -0.016], [0.033, -0.019, -0.012], [-0.012, -0.007, -0.021], [-0.055, -0.385, -0.297], [0.066, 0.024, 0.009], [-0.008, 0.003, -0.009], [0.017, 0.009, 0.008], [0.000, 0.001, 0.000], [-0.008, -0.020, -0.052], [-0.062, 0.084, 0.176], [0.002, -0.004, -0.003], [0.000, 0.000, 0.000], [0.050, -0.051, -0.026], [0.026, 0.088, 0.081], [-0.005, 0.003, 0.002], [-0.037, -0.010, -0.021], [-0.033, 0.026, -0.041], [0.019, 0.025, 0.002], [0.000, -0.001, -0.001], [-0.007, -0.017, 0.011], [0.001, 0.002, 0.000], [0.096, 0.134, 0.057], [-0.013, -0.022, 0.009], [0.060, 0.028, -0.011], [0.017, -0.005, -0.016], [-0.001, -0.022, 0.022], [-0.270, 0.061, 0.239], [0.015, -0.011, -0.017], [-0.005, 0.004, -0.001], [-0.006, -0.009, -0.003], [-0.040, -0.047, -0.025], [-0.004, -0.001, 0.011], [0.076, -0.041, -0.041], [-0.001, 0.003, 0.003], [0.181, 0.155, 0.131], [-0.014, -0.003, -0.006], [-0.015, 0.004, -0.011], [0.038, 0.002, -0.009], [0.002, -0.001, -0.001], [-0.002, -0.009, -0.008], [0.002, -0.050, -0.028], [-0.001, -0.002, -0.005], [0.013, -0.038, 0.008], [-0.018, 0.093, -0.059], [-0.003, 0.006, 0.018], [0.017, 0.013, -0.013], [0.009, -0.039, -0.012], [0.000, 0.006, 0.001], [0.009, 0.010, 0.007], [0.011, -0.059, 0.050], [-0.010, -0.004, 0.006], [0.000, -0.001, 0.000], [0.022, -0.003, -0.010], [0.008, 0.097, -0.002], [-0.005, -0.002, 0.005], [-0.004, 0.022, -0.016], [-0.003, -0.017, 0.005], [0.000, -0.001, 0.004], [0.066, -0.017, 0.015], [-0.046, 0.048, 0.041], [-0.012, -0.007, -0.006], [0.003, -0.003, -0.001], [-0.057, 0.011, -0.046], [-0.001, 0.004, -0.010], [-0.004, -0.003, -0.004], [-0.054, -0.029, 0.023], [0.010, 0.000, -0.012], [0.030, 0.026, -0.020], [0.001, 0.005, 0.003], [-0.026, -0.029, 0.015], [0.002, 0.002, 0.001], [0.026, -0.019, -0.006], [0.001, 0.005, -0.002], [0.001, -0.013, 0.014], [-0.001, -0.001, -0.003], [-0.002, 0.032, 0.008], [-0.024, -0.060, 0.071], [-0.003, -0.018, -0.002], [-0.017, 0.003, -0.079], [-0.009, -0.001, -0.005], [-0.008, -0.025, 0.060], [-0.002, 0.012, 0.011], [0.001, 0.004, 0.000], [0.023, 0.017, -0.006], [-0.011, -0.022, 0.005], [-0.009, 0.008, 0.004], [0.045, -0.030, 0.011]],
  "spin_multiplicity": 2,
  "orbital_gap_ev": [8.73, 5.62],
  "total_energy_ev": -123235.12511,
  "de_lowest_kcal_mol": 0.00,
  "s_squared": 0.782,
  "charge": 3
}